1.
{
  "formula": "C4H33O16",
  "method": "ωB97M-V with the def2-TZVPD basis set",
  "species": ["H", "O", "H", "H", "C", "H", "H", "O", "O", "O", "O", "H", "H", "C", "O", "H", "O", "O", "O", "H", "O", "H", "H", "H", "H", "O", "H", "O", "H", "H", "H", "H", "O", "H", "H", "C", "H", "H", "H", "H", "H", "H", "O", "H", "O", "C", "H", "H", "H", "O", "H", "H", "H"],
  "positions_angstrom": [[2.34178, -4.21075, 0.90005], [-3.15708, -1.91670, -1.68937], [0.26850, -3.00763, -0.13812], [-0.82787, -3.55741, 0.55557], [0.15407, 0.25891, 0.18379], [-3.78826, 1.33682, -0.37060], [1.12026, 1.01696, -2.33336], [1.05774, -0.60336, 0.19825], [1.13366, -1.01424, 2.84983], [-2.74934, 0.06817, -3.05786], [1.61937, 3.52160, 1.82389], [-3.49897, -1.26036, 0.82885], [-2.77370, 0.70313, 2.25696], [0.55498, 1.57295, -0.35633], [-3.35904, 1.25828, 2.69992], [-2.59388, 0.14750, -3.99097], [-0.81418, 0.27083, 0.99785], [3.23296, -0.89790, -0.02478], [-0.86078, -2.92775, 2.33029], [-0.25439, -3.20959, 2.98487], [2.79467, -3.67079, 1.45573], [1.50685, 3.59201, 2.79399], [0.11310, 2.39628, 0.27846], [2.17630, -3.03819, 1.75595], [-0.74645, -1.98486, 2.16551], [3.42825, -0.82526, -3.06312], [-0.52960, 1.08585, -2.14895], [-0.30361, 2.77025, -3.80017], [3.97395, 0.33283, 2.63866], [1.51292, 3.20006, -2.76460], [2.65132, -0.32534, 0.43277], [-3.88685, 1.62504, 2.06466], [-0.40552, -3.70177, -0.23090], [-2.28881, -0.59488, 0.57328], [1.73136, 1.66010, -0.26314], [0.43241, 2.97274, -2.54237], [2.53047, -0.59455, -3.32480], [1.01230, -0.87395, 1.86339], [3.43216, -1.21137, -2.18968], [-3.40662, -1.09982, -1.21995], [0.38847, -0.84667, 3.31667], [-2.37321, 1.61961, -0.01952], [-3.02272, 1.83784, -0.73379], [3.12328, -1.74544, 0.44120], [3.39791, 0.82415, 3.34133], [0.41279, 1.62672, -1.83792], [-0.04546, 2.13745, -4.35709], [-0.26463, 3.76967, -2.08801], [-3.03009, 0.85436, -2.53673], [-3.14942, -0.38990, 0.68762], [2.96138, 0.05145, 3.64625], [-2.90556, -1.55396, -2.58776], [1.97281, 2.55089, 1.60431]],
  "mulliken_spin": [0.0000, -0.0001, -0.0004, 0.0002, 0.0045, 0.0001, 0.0012, 0.6343, 0.0132, 0.0000, 0.0008, 0.0002, -0.0003, 0.0264, 0.0011, 0.0000, 0.1176, 0.1964, -0.0006, 0.0000, 0.0002, 0.0000, 0.0181, 0.0000, -0.0011, -0.0006, 0.0006, 0.0039, -0.0001, 0.0001, 0.0074, -0.0002, 0.0022, -0.0026, 0.0121, 0.0051, 0.0004, -0.0101, -0.0023, -0.0001, 0.0005, -0.0009, 0.0007, -0.0121, 0.0002, -0.0156, -0.0002, -0.0002, 0.0001, 0.0012, 0.0000, 0.0000, -0.0010],
  "lumo_energy_ha": [-0.025, -0.216],
  "energy_ha": -1375.80072,
  "max_force_ev_per_a": 6.3,
  "multiplicity": 2,
  "charge": 0,
  "orbital_gap_ev": [9.74, 4.54],
  "homo_energy_ev": [-10.42, -10.42]
}



2.
{
  "formula": "C4H34BO25",
  "method": "ωB97M-V with the def2-TZVPD basis set",
  "species": ["H", "H", "H", "O", "O", "H", "O", "H", "H", "O", "H", "C", "O", "O", "O", "H", "H", "O", "O", "O", "O", "H", "H", "H", "H", "H", "H", "H", "H", "O", "H", "O", "O", "H", "O", "O", "H", "H", "O", "H", "B", "O", "H", "H", "H", "C", "H", "C", "H", "H", "O", "H", "H", "H", "H", "H", "O", "O", "O", "O", "C", "H", "O", "O"],
  "positions_angstrom": [[0.76890, -3.07870, -2.85106], [-2.97745, -3.64313, -2.21857], [-4.55999, -3.42882, 0.77961], [4.02631, 0.44982, 3.10587], [0.96235, -0.76926, -4.63739], [5.71118, 0.51870, -2.86378], [-2.85218, -1.19671, 0.50748], [1.46551, -2.51479, 1.45383], [4.41886, -1.28779, 0.04834], [-0.83578, 1.28436, -0.32548], [1.13756, -0.52781, -3.76848], [-1.97656, -0.51908, -0.08563], [0.62309, -2.45963, 1.96725], [0.08624, -3.02729, -2.01007], [-3.52779, 3.92947, -1.03718], [-0.01888, 1.04744, 2.95556], [-1.04141, -1.15098, 3.35551], [-2.63682, 2.33509, 2.81833], [-1.62722, -3.72739, 0.69839], [0.70789, 0.12027, -1.77289], [-4.92793, -2.91035, -0.06154], [-1.62817, -4.23124, 1.43895], [-2.95271, 2.23460, 1.97258], [-3.89145, 3.82743, -1.92403], [0.82799, -2.65851, -1.40859], [-0.08558, -2.47097, 1.49434], [-2.29495, -3.14215, 0.89348], [4.08393, -0.44151, 3.40385], [-1.75051, 2.34931, 2.82914], [2.41008, 2.96148, -2.87341], [1.48780, 2.64566, -3.09218], [5.14870, 0.98422, -2.03452], [-0.07853, -0.74069, 3.22321], [-1.71553, -2.60142, -2.23773], [-2.89890, 1.57755, 0.37355], [5.15389, -1.49415, -0.53037], [-1.81510, 4.28966, -1.37062], [0.05528, 2.19358, 3.86964], [3.28052, -0.05617, 0.35946], [-3.57606, 2.94565, -0.65506], [0.01866, 0.11820, -0.50175], [-2.58992, -2.78494, -2.56020], [5.34145, -0.63639, -1.04359], [-3.16944, -1.53725, 3.46472], [-4.58196, -2.04670, 0.05103], [2.18945, -0.09898, -0.14049], [3.39503, 0.35240, 2.34946], [-2.04149, 0.85880, -0.08826], [0.35041, -1.11957, 2.49887], [2.40027, 3.95367, -3.06148], [0.08918, 1.91090, 3.00763], [4.47176, 1.41545, -2.40917], [1.74663, -0.50525, -5.21309], [1.05814, 3.76005, 0.90191], [-0.47726, 3.77707, -1.03601], [-0.13045, 3.11309, 1.23475], [0.19049, 3.90339, 0.93107], [1.10068, 0.12874, 0.47250], [-2.64217, -2.27621, 3.24425], [2.71393, -0.40635, -2.38182], [1.94433, -0.16009, -1.52573], [-2.23264, -2.66407, 4.08614], [-0.94700, 4.36903, -1.77612], [-0.88462, -1.04073, -0.29439]],
  "mulliken_charge": [0.3472, 0.3144, 0.2992, -0.6900, -0.7268, 0.3435, -0.7434, 0.3756, 0.3752, 0.2746, 0.3634, 0.0353, -0.7185, -0.6392, -0.7313, 0.3882, 0.3336, -0.7038, -0.6053, -1.0681, -0.6225, 0.2906, 0.4981, 0.3230, 0.2417, 0.2922, 0.0732, 0.2880, 0.3213, -0.6200, 0.3289, -0.6446, -0.8177, 0.2563, -1.1096, -0.7027, 0.4855, 0.2555, -0.9497, 0.3609, 1.7042, -0.6481, 0.3885, 0.3020, 0.3530, 0.4597, 0.3920, 0.4152, 0.3852, 0.2952, -0.6359, 0.2316, 0.2944, 0.3220, 0.2796, 0.1923, -0.6518, -0.1125, -0.5775, -0.6198, 0.6102, 0.2933, -0.7436, 0.6985],
  "lumo_energy_ha": 0.057,
  "energy_ha": -2078.80605,
  "max_force_ev_per_a": 10.9,
  "multiplicity": 1,
  "charge": -1,
  "orbital_gap_ev": 9.32,
  "de_lowest_kj_mol": 773.05,
  "homo_energy_ev": -7.78
}



3.
{
  "formula": "C4H34N2O13",
  "method": "ωB97M-V with the def2-TZVPD basis set",
  "species": ["H", "H", "H", "H", "H", "C", "H", "H", "H", "N", "O", "H", "H", "O", "H", "O", "H", "H", "H", "H", "O", "C", "H", "O", "N", "H", "C", "O", "H", "H", "O", "H", "H", "H", "O", "H", "O", "C", "O", "H", "H", "H", "H", "H", "H", "O", "H", "H", "H", "O", "H", "H", "O"],
  "positions_angstrom": [[2.34649, 3.48837, 1.07227], [-3.71759, 0.57968, -1.98266], [-2.95036, 3.40113, -0.63002], [0.26235, -4.13689, 0.23532], [-1.49607, -2.70032, -1.29111], [-1.41966, -0.58772, -1.68074], [0.87779, 2.10669, -2.52204], [1.67782, -1.99633, 1.77400], [0.57024, 0.55931, 2.48016], [-0.05421, -0.27787, -1.28412], [3.46071, 1.34250, -1.18342], [-0.29397, 1.82283, 2.63990], [-0.66125, 3.08766, -1.15149], [-2.11546, -0.73496, 2.66982], [2.17878, 1.27909, -2.39692], [0.11420, -0.98399, 0.91741], [-2.55857, -2.17940, -2.57462], [1.56937, -0.05838, -0.11896], [-2.13988, 2.35741, 1.32787], [0.83731, 3.19927, -0.68184], [0.64855, 1.51091, 2.65178], [-2.43046, -0.21384, -0.58644], [-2.63609, -1.53054, 2.52917], [-2.32136, 2.66820, -0.46640], [-3.37972, 0.79714, -1.06933], [-2.90108, -1.12357, -0.21225], [0.54077, -0.43008, -0.13961], [0.25144, 3.30056, -1.46598], [-1.03437, -3.74929, 1.98763], [2.14399, -3.26962, 1.01507], [-1.98536, 2.23010, 2.29916], [-0.78477, -2.48526, 1.05578], [-1.29962, -0.84288, 2.13330], [-2.44116, 1.41612, 2.56653], [-1.16362, -3.39973, 1.08285], [0.49777, 0.28679, -2.00971], [2.46171, -2.55605, 1.60955], [-1.56236, -2.03897, -2.15182], [3.89605, -1.17303, -0.19062], [-0.78841, -2.28000, -2.87838], [3.04147, 1.84410, -0.46002], [1.16307, -3.76276, -0.96028], [4.81131, -1.38266, -0.07647], [-4.16955, 0.86887, -0.44310], [-1.91886, 0.22876, 0.26245], [1.90816, 2.72752, 0.68839], [3.66101, 0.45501, -0.83431], [-1.60503, 0.05683, -2.54138], [-2.75865, 1.92885, -0.90757], [1.16891, -4.23838, -0.11951], [3.41657, -1.66411, 0.51809], [1.46415, 2.26378, 1.45849], [1.28633, 1.27156, -2.84505]],
  "mulliken_charge": [0.2501, 0.2470, 0.2293, 0.3680, 0.2197, 0.0947, 0.4569, 0.2174, 0.2362, -0.0775, -0.7849, 0.5144, 0.4223, -0.6964, 0.4430, -0.0183, 0.3968, 0.3359, 0.4634, 0.4584, -0.7974, -0.1480, 0.3230, -0.8599, -0.4492, 0.3318, -0.2964, -0.8837, 0.2950, 0.5031, -0.7916, 0.3555, 0.1429, 0.3145, -0.7647, 0.5076, -0.8395, -1.4538, -0.6748, 0.3778, 0.4240, 0.3149, 0.2647, 0.3242, -0.3702, -0.6346, 0.4391, 0.5033, 0.5478, -0.7547, 0.4075, 0.3976, -0.8324],
  "lumo_energy_ha": 0.002,
  "energy_ha": -1260.51489,
  "max_force_ev_per_a": 5.4,
  "multiplicity": 1,
  "charge": 0,
  "orbital_gap_ev": 10.55,
  "de_lowest_kj_mol": 60.46,
  "homo_energy_ev": -10.49
}